1.
Density functional theory data (ωB97M-V/def2-TZVPD) for a 2-piece molecular cluster, C3H8I2Si overall in a non-equilibrium geometry.

Atoms and positions in Å:
C  1.773  -0.066  0.470
C  -1.863  -0.830  -0.728
C  1.010  1.149  -0.081
Si  -0.823  0.716  -0.386
I  -0.839  -2.433  2.447
I  -1.822  2.736  -1.369
H  1.623  -1.079  -0.170
H  2.851  0.148  0.391
H  1.597  -0.167  1.528
H  -2.175  -1.005  -1.770
H  -1.334  -1.628  -0.367
H  -2.680  -0.804  0.040
H  1.613  1.514  -0.909
H  1.069  1.750  0.903

## Properties
HOMO (alpha / beta), Eh: -0.2814 / -0.2669
Energy above the lowest of the compared OMol25 structures with the same formula, charge and spin, kcal/mol: 70.24
Maximum force, Eh/bohr: 0.06189

2.
Density functional theory data (ωB97M-V/def2-TZVPD) for one molecule with the formula C10H9NO in a non-equilibrium geometry.

Atoms and positions in Å:
C  1.696  -2.246  0.025
C  2.558  0.093  0.005
C  2.083  1.379  -0.014
C  0.628  1.280  -0.025
C  -0.432  2.260  0.031
C  -1.711  1.709  -0.005
C  -1.971  0.307  -0.094
C  -3.366  -0.251  0.004
C  -0.946  -0.603  -0.182
C  0.354  -0.101  -0.068
H  1.190  -2.645  -0.878
H  2.737  -2.511  -0.021
H  1.291  -2.721  0.956
H  3.556  -0.353  0.142
H  2.707  2.230  0.090
H  -0.345  3.329  0.149
H  -2.631  2.333  0.048
H  -4.253  0.438  -0.106
H  -1.064  -1.667  -0.137
N  1.522  -0.810  -0.017
O  -3.603  -1.451  0.096

## Properties
HOMO, Eh: -0.3025
Energy above the lowest of the compared OMol25 structures with the same formula, charge and spin, kcal/mol: 13.85
Maximum force, Eh/bohr: 0.04767
SMILES: Cn1ccc2ccc(C=O)cc21

3.
Density functional theory data (ωB97M-V/def2-TZVPD) for one molecule with the formula C12H21N in a non-equilibrium geometry.

Atoms and positions in Å:
C  -0.903  1.216  -2.049
C  -0.653  1.053  -3.320
C  -0.911  1.373  -0.760
N  0.664  0.213  0.720
C  -0.682  2.866  -0.313
C  -2.768  -1.104  -0.752
C  -0.946  -2.468  0.390
C  1.866  0.008  -0.027
C  0.845  -0.176  2.101
C  -0.743  0.214  0.093
C  2.976  -0.367  0.911
C  2.395  0.108  2.193
C  -1.244  -1.181  -0.511
H  -0.804  0.097  -3.725
H  -0.237  1.859  -3.839
H  0.107  3.449  -0.944
H  -1.751  3.241  -0.378
H  -0.350  3.077  0.721
H  -3.080  -2.109  -1.165
H  -3.264  -0.819  0.137
H  -3.069  -0.309  -1.450
H  0.148  -2.444  0.634
H  -1.547  -2.421  1.294
H  -1.087  -3.506  -0.039
H  2.208  0.982  -0.370
H  1.760  -0.691  -0.905
H  0.228  0.414  2.889
H  0.596  -1.223  2.212
H  -1.480  0.429  0.915
H  3.901  0.155  0.580
H  3.095  -1.456  0.868
H  2.876  -0.298  3.097
H  2.542  1.130  2.251
H  -0.689  -1.310  -1.457

## Properties
HOMO, Eh: -0.2607
Energy above the lowest of the compared OMol25 structures with the same formula, charge and spin, kcal/mol: 87.96
Maximum force, Eh/bohr: 0.07782
SMILES: C=C=C(C)[C@@H](C(C)C)N1CCCC1

4.
Density functional theory data (ωB97M-V/def2-TZVPD) for a 2-piece molecular cluster, C4H10O3 overall in a non-equilibrium geometry.

Atoms and positions in Å:
O  -0.163  -0.526  -1.756
C  0.442  0.274  -1.058
C  0.194  0.373  0.429
C  -1.175  0.475  1.094
C  -1.105  -0.495  2.427
O  -0.330  -1.673  2.233
H  0.845  1.104  -1.654
H  0.708  -0.607  0.788
H  0.895  1.031  0.855
H  -1.791  1.374  1.346
H  -1.905  -0.034  0.400
H  -2.110  -0.662  2.882
H  -0.576  0.161  3.367
H  -0.509  -2.140  1.395
H  2.789  0.672  -4.754
H  1.379  0.330  -4.080
O  2.411  0.343  -3.913

## Properties
HOMO, Eh: -0.3617
Energy above the lowest of the compared OMol25 structures with the same formula, charge and spin, kcal/mol: 70.10
Maximum force, Eh/bohr: 0.07374
SMILES: O=CCCCO.O